2 unconnected molecules or ions with the total composition C4H12N2O2. Source: the Open Molecules 2025 dataset; level of theory: ωB97M-V/def2-TZVPD.

Last column: Löwdin charge in e.
CARTESIAN COORDINATES (ANGSTROEM)
1 N -0.684 1.419 2.707  0.01
2 C 0.491 1.148 1.898  -0.32
3 N 0.382 0.088 0.893  -0.07
4 C -0.105 0.567 -0.398  -0.21
5 C 1.035 0.339 -1.471  -0.14
6 C 0.573 -0.551 -2.574  -0.29
7 O -0.523 -0.491 -3.068  0.05
8 H -1.326 1.993 2.170  0.06
9 H -1.244 0.593 2.828  0.06
10 H 1.298 0.862 2.586  0.10
11 H 0.901 2.044 1.435  0.12
12 H -0.141 -0.708 1.226  0.09
13 H -0.899 -0.044 -0.838  0.09
14 H -0.473 1.592 -0.427  0.11
15 H 1.333 1.337 -1.810  0.12
16 H 1.844 -0.160 -0.938  0.10
17 H 1.240 -1.427 -2.682  0.12
18 O -1.344 -3.148 -0.251  -0.04
19 H -1.335 -3.176 -1.219  0.05
20 H -1.023 -2.276 -0.067  -0.02

Values from the calculation:
gap between HOMO and LUMO = 9.9 eV
E_tot = -419.54771 Ha
E_HOMO = -9.158 eV
energy relative to the best compared isomer or geometry (same formula, charge and spin) = 264.6 kJ/mol
SMILES = NCNCCC=O.O



2 unconnected molecules or ions with the total composition C10H6NO6. Source: the Open Molecules 2025 dataset; level of theory: ωB97M-V/def2-TZVPD.

Last column: Löwdin charge in e.
CARTESIAN COORDINATES (ANGSTROEM)
1 C 0.312 1.709 2.066  0.05
2 C -1.031 1.674 2.065  0.06
3 C -1.553 3.043 2.164  -0.41
4 O -2.672 3.499 2.140  0.13
5 O -0.426 3.874 2.291  0.09
6 C 0.751 3.103 2.269  -0.39
7 O 1.837 3.607 2.414  0.14
8 H 1.025 0.907 2.002  0.11
9 H -1.682 0.821 1.968  0.13
10 O 0.783 0.569 -0.288  -0.07
11 C 0.733 -0.604 -0.709  -0.40
12 C -0.052 -0.965 -1.911  -0.12
13 N -0.558 0.152 -2.713  -0.34
14 O 0.251 0.787 -3.410  0.05
15 O -1.778 0.398 -2.664  0.03
16 C -0.428 -2.269 -2.183  -0.07
17 C 0.077 -3.317 -1.411  -0.16
18 C 0.971 -3.046 -0.357  -0.15
19 C 1.345 -1.753 -0.054  -0.05
20 H -1.112 -2.444 -3.018  0.11
21 H -0.223 -4.338 -1.642  0.08
22 H 1.379 -3.871 0.231  0.09
23 H 2.051 -1.532 0.749  0.09

Values from the calculation:
charge = -1
gap between HOMO and LUMO = 5.8 eV
E_tot = -890.83615 Ha
E_HOMO = -3.923 eV
energy relative to the best compared isomer or geometry (same formula, charge and spin) = 15.4 kJ/mol



A molecular structure, C18H44BeN2O6. Source: the Open Molecules 2025 dataset; level of theory: ωB97M-V/def2-TZVPD.

Last column: Löwdin charge in e.
CARTESIAN COORDINATES (ANGSTROEM)
1 Be 0.629 0.503 0.010  0.77
2 C -2.746 -0.463 3.146  -0.08
3 C -2.350 -0.011 1.746  -0.64
4 C -3.114 1.242 1.304  -0.05
5 O -0.988 0.185 1.639  -0.26
6 H -3.806 -0.754 3.188  0.07
7 H -2.665 0.313 3.915  0.07
8 H -2.251 -1.375 3.487  0.06
9 H -2.711 -0.858 1.133  0.08
10 H -2.701 2.051 1.913  0.08
11 H -4.168 1.156 1.600  0.08
12 H -3.074 1.447 0.240  0.04
13 C -1.296 1.246 -4.384  -0.08
14 C -1.806 1.362 -2.941  -0.60
15 C -3.098 0.546 -2.794  -0.05
16 O -0.840 1.021 -2.030  -0.26
17 H -2.038 1.626 -5.096  0.07
18 H -1.177 0.182 -4.621  0.07
19 H -0.370 1.798 -4.547  0.07
20 H -2.073 2.432 -2.821  0.11
21 H -3.893 0.868 -3.473  0.07
22 H -3.452 0.810 -1.793  0.06
23 H -2.983 -0.537 -2.866  0.07
24 C -1.158 3.309 -0.442  -0.09
25 O 0.086 2.774 -0.047  -0.21
26 C 0.873 3.692 0.680  -0.21
27 C 2.126 2.927 1.001  -0.19
28 N 1.717 1.725 1.742  -0.03
29 C 2.861 1.059 2.370  -0.17
30 C 2.531 -0.380 2.630  -0.21
31 O 2.561 -0.999 1.357  -0.22
32 C 2.734 -2.393 1.429  -0.09
33 H -0.976 4.004 -1.270  0.10
34 H -1.647 3.849 0.373  0.10
35 H -1.835 2.558 -0.827  0.04
36 H 0.360 4.048 1.584  0.14
37 H 1.151 4.553 0.057  0.14
38 H 2.818 3.591 1.531  0.13
39 H 2.536 2.614 0.037  0.12
40 H 1.006 2.006 2.411  0.13
41 H 3.082 1.533 3.335  0.13
42 H 3.722 1.182 1.717  0.12
43 H 1.555 -0.594 3.086  0.13
44 H 3.220 -0.795 3.379  0.13
45 H 2.406 -2.787 0.471  0.08
46 H 2.158 -2.878 2.213  0.08
47 H 3.785 -2.686 1.532  0.10
48 C -0.268 -4.799 1.392  -0.12
49 O -0.456 -3.899 0.326  -0.19
50 C -0.935 -2.635 0.757  -0.21
51 C -1.270 -1.721 -0.404  -0.19
52 N -0.165 -1.048 -1.076  -0.07
53 C 0.686 -1.884 -1.978  -0.12
54 C 1.683 -0.874 -2.462  -0.22
55 O 2.306 -0.296 -1.356  -0.22
56 C 3.674 0.007 -1.495  -0.08
57 H -1.232 -5.018 1.882  0.09
58 H 0.315 -4.377 2.213  0.08
59 H 0.026 -5.739 0.935  0.09
60 H -0.118 -2.103 1.260  0.10
61 H -1.763 -2.725 1.466  0.12
62 H -1.962 -0.970 -0.059  0.07
63 H -1.747 -2.338 -1.184  0.13
64 H -0.579 -0.253 -1.634  -0.02
65 H 0.103 -2.245 -2.830  0.13
66 H 1.207 -2.666 -1.432  0.11
67 H 1.225 -0.045 -3.005  0.12
68 H 2.385 -1.423 -3.100  0.13
69 H 3.850 0.681 -0.658  0.07
70 H 3.962 0.502 -2.429  0.10
71 H 4.371 -0.837 -1.434  0.10

Values from the calculation:
gap between HOMO and LUMO = 7.6 eV
E_tot = -1287.74741 Ha
E_HOMO = -7.313 eV
energy relative to the best compared isomer or geometry (same formula, charge and spin) = 0.0 kJ/mol



A gas-phase ion, C3H6N3 (charge +1). Source: the Open Molecules 2025 dataset; level of theory: ωB97M-V/def2-TZVPD.

Last column: Löwdin charge in e.
CARTESIAN COORDINATES (ANGSTROEM)
1 H -2.942 1.661 0.678  0.18
2 N -2.214 0.909 0.200  0.12
3 C -2.671 -0.244 0.067  -0.18
4 N -1.592 -0.967 -0.502  0.21
5 C -0.590 -0.331 -0.615  -0.06
6 N 0.670 -0.049 -0.636  0.10
7 C 1.802 -0.237 0.269  0.00
8 H -3.586 -0.759 0.326  0.14
9 H 0.981 0.500 -1.434  0.18
10 H 2.499 -0.942 -0.081  0.09
11 H 2.427 0.717 0.406  0.14
12 H 1.635 -0.398 1.302  0.09

Values from the calculation:
charge = +1
gap between HOMO and LUMO = 10.6 eV
E_tot = -281.80866 Ha
E_HOMO = -15.766 eV
energy relative to the best compared isomer or geometry (same formula, charge and spin) = 286.8 kJ/mol
SMILES = [H]/N=C/N=C=[NH+]C